1.
C18H17BrN2O5S | ωB97M-V/def2-TZVPD

SMILES string: O=C(Nc1ccc2c(c1)OCO2)c1ccc(Br)c(S(=O)(=O)N2CCCC2)c1
Highest occupied orbital energy: -8.2 eV
LUMO level: 0.252 eV
HOMO-LUMO gap: 8.42 eV

The geometry in ORCA input format:
```
! RIJCOSX wB97M-V def2-TZVPD def2/J DEFGRID3
* xyz 0 1
O 1.22 3.96 0.53
C 1.71 2.85 0.48
N 3.05 2.68 0.37
C 3.78 1.50 0.15
C 5.03 1.37 0.75
C 5.81 0.23 0.58
C 5.30 -0.76 -0.22
C 4.05 -0.63 -0.84
C 3.28 0.50 -0.69
O 3.79 -1.74 -1.59
C 4.91 -2.59 -1.42
O 5.84 -1.97 -0.56
C 0.87 1.62 0.59
C 1.17 0.63 1.53
C 0.34 -0.47 1.68
C -0.78 -0.59 0.88
Br -1.90 -2.08 1.08
C -1.09 0.39 -0.05
S -2.53 0.22 -1.11
O -2.60 1.40 -1.92
O -2.48 -1.05 -1.76
N -3.73 0.19 0.07
C -4.23 1.51 0.40
C -5.43 1.71 -0.53
C -6.05 0.31 -0.59
C -4.89 -0.64 -0.23
C -0.27 1.49 -0.19
H 3.59 3.53 0.46
H 5.40 2.17 1.38
H 6.78 0.13 1.04
H 2.34 0.60 -1.20
H 5.38 -2.78 -2.39
H 4.58 -3.54 -0.98
H 2.04 0.73 2.16
H 0.56 -1.23 2.41
H -4.54 1.50 1.45
H -3.44 2.25 0.26
H -5.05 2.01 -1.51
H -6.12 2.47 -0.17
H -6.85 0.22 0.13
H -6.45 0.09 -1.58
H -4.63 -1.33 -1.04
H -5.12 -1.24 0.66
H -0.54 2.25 -0.91
*
```

For each atom in turn, the Mulliken charge in e is: O -0.659; C -0.145; N -0.053; C 0.078; C -0.629; C -0.920; C 0.847; C 0.846; C -0.873; O -0.494; C -0.263; O -0.468; C -0.203; C 0.075; C -0.839; C -0.105; Br -0.109; C -0.234; S 1.561; O -0.712; O -0.741; N 0.105; C -0.839; C -0.654; C -0.510; C -0.816; C 0.082; H 0.271; H 0.424; H 0.422; H 0.616; H 0.247; H 0.253; H 0.505; H 0.448; H 0.446; H 0.410; H 0.241; H 0.447; H 0.289; H 0.272; H 0.426; H 0.353; H 0.601


2.
C18H17Cl2N5O2 | ωB97M-V/def2-TZVPD

SMILES string: Cc1ccc(N/C(=N/OCc2ccc(Cl)cc2Cl)c2nonc2N)c(C)c1
Highest occupied orbital energy: -8.0 eV
LUMO level: -0.005 eV
HOMO-LUMO gap: 8.04 eV

The geometry in ORCA input format:
```
! RIJCOSX wB97M-V def2-TZVPD def2/J DEFGRID3
* xyz 0 1
C 2.17 -4.28 3.90
C 1.27 -3.19 3.39
C 1.34 -2.87 2.04
C 0.53 -1.87 1.54
C -0.31 -1.09 2.35
N -1.12 -0.03 1.86
C -1.11 0.67 0.66
N -0.07 0.44 -0.13
O 0.14 1.11 -1.34
C 1.08 0.40 -2.13
C 0.93 0.76 -3.60
C 1.99 1.42 -4.26
C 1.82 1.86 -5.58
C 0.57 1.69 -6.23
Cl 0.31 2.32 -7.80
C -0.45 1.03 -5.56
C -0.27 0.57 -4.27
Cl -1.62 -0.19 -3.48
C -2.12 1.72 0.48
N -3.29 1.67 1.07
O -3.94 2.91 0.69
N -3.02 3.73 0.04
C -1.96 3.03 -0.10
N -0.85 3.60 -0.70
C -0.37 -1.44 3.73
C -1.36 -0.75 4.64
C 0.39 -2.51 4.23
H 2.48 -4.89 3.08
H 1.59 -4.90 4.61
H 3.05 -3.83 4.39
H 1.97 -3.41 1.32
H 0.60 -1.66 0.50
H -1.93 0.15 2.47
H 0.89 -0.67 -1.96
H 2.08 0.60 -1.75
H 2.96 1.61 -3.79
H 2.64 2.33 -6.11
H -1.41 0.90 -6.05
H -0.98 4.51 -1.12
H -0.08 2.99 -0.96
H -2.37 -1.07 4.43
H -1.13 -1.01 5.67
H -1.31 0.34 4.52
H 0.29 -2.70 5.32
*
```

For each atom in turn, the Mulliken charge in e is: C -1.390; C 1.028; C -1.171; C -0.169; C -0.236; N -0.066; C 0.248; N -0.498; O -0.178; C -0.793; C 0.387; C -0.661; C -0.559; C 0.264; Cl -0.202; C -0.604; C 0.659; Cl -0.190; C 0.602; N -0.521; O -0.115; N -0.559; C 0.562; N -0.388; C 1.409; C -1.752; C -0.940; H 0.368; H 0.354; H 0.271; H 0.308; H 0.426; H 0.326; H 0.298; H 0.403; H 0.331; H 0.409; H 0.389; H 0.242; H 0.327; H 0.367; H 0.409; H 0.351; H 0.255


3.
C18H17Cl3N2O4SiW | ωB97M-V/def2-TZVPD

Highest occupied orbital energy: -14.9 eV
LUMO level: -7.968 eV
HOMO-LUMO gap: 6.95 eV

The geometry in ORCA input format:
```
! RIJCOSX wB97M-V def2-TZVPD def2/J DEFGRID3
* xyz 2 1
W 0.78 0.45 -0.08
O 1.06 -0.67 1.46
C 0.53 -1.82 1.98
C 0.41 -2.09 3.35
C -0.04 -3.34 3.73
C -0.31 -4.37 2.81
C -0.26 -4.06 1.46
C 0.20 -2.80 1.05
C 0.46 -2.60 -0.32
N 0.90 -1.52 -0.90
C 1.34 -1.62 -2.33
C 0.66 -0.47 -3.08
N -0.07 0.36 -2.08
C -1.19 0.90 -2.46
C -2.14 1.62 -1.66
C -3.19 2.31 -2.23
C -4.27 2.58 -1.47
C -4.35 2.14 -0.14
C -3.26 1.59 0.47
C -2.16 1.34 -0.30
O -1.06 0.75 0.25
H 0.66 -1.35 4.09
H -0.21 -3.52 4.81
H -0.55 -5.37 3.18
H -0.49 -4.82 0.71
H 0.32 -3.47 -0.97
H 1.02 -2.58 -2.76
H 2.42 -1.57 -2.37
H -0.04 -0.83 -3.83
H 1.40 0.17 -3.57
H -1.43 0.77 -3.53
H -3.20 2.56 -3.26
H -5.12 3.09 -1.91
H -5.28 2.28 0.39
H -3.22 1.33 1.51
Cl 3.05 2.37 -3.09
Si 2.78 1.49 -1.22
Cl 4.53 0.50 -0.99
Cl 0.95 2.82 -0.97
C 3.03 2.88 2.40
C 2.06 2.07 1.65
O 0.85 1.90 1.70
O 2.62 1.28 0.70
H 3.11 3.90 1.97
H 3.99 2.39 2.42
H 2.71 3.03 3.43
*
```

For each atom in turn, the Mulliken charge in e is: W 1.967; O -0.393; C 0.544; C -0.877; C -0.350; C -0.818; C -0.848; C 0.688; C 0.231; N -0.311; C -0.658; C -0.976; N -0.016; C 0.160; C 0.486; C -0.899; C -0.596; C -0.631; C -0.641; C 0.514; O -0.513; H 0.466; H 0.389; H 0.434; H 0.429; H 0.372; H 0.540; H 0.304; H 0.689; H 0.232; H 0.434; H 0.493; H 0.422; H 0.434; H 0.517; Cl -0.226; Si 0.451; Cl -0.207; Cl -0.157; C -1.315; C 0.959; O -0.472; O -0.353; H 0.321; H 0.375; H 0.406


4.
C18H17ClIIrN5O2S2 | ωB97M-V/def2-TZVPD

Highest occupied orbital energy: -10.1 eV
LUMO level: -3.285 eV
HOMO-LUMO gap: 6.80 eV

The geometry in ORCA input format:
```
! RIJCOSX wB97M-V def2-TZVPD def2/J DEFGRID3
* xyz 1 1
Ir 0.62 0.36 0.05
N 1.44 -3.87 -0.26
C 1.00 -2.60 -0.34
S 1.32 -1.57 1.03
N 0.36 -2.24 -1.42
N -0.07 -0.95 -1.37
C -0.60 -0.46 -2.42
C -1.02 0.94 -2.36
C -1.64 1.61 -3.41
C -2.09 2.90 -3.18
C -1.95 3.46 -1.92
C -1.29 2.74 -0.94
N -0.82 1.51 -1.16
H 1.95 -4.18 0.54
H 1.22 -4.51 -1.00
H -0.73 -1.07 -3.30
H -1.77 1.12 -4.36
H -2.58 3.45 -3.98
H -2.33 4.45 -1.70
H -1.14 3.13 0.05
Cl 7.40 1.45 0.29
C 5.76 1.19 -0.22
C 5.50 0.86 -1.52
C 4.18 0.63 -1.97
I 3.81 0.11 -3.94
C 3.13 0.74 -1.09
O 1.86 0.55 -1.44
C 3.40 1.08 0.25
N 2.31 1.11 1.09
C 2.51 1.34 2.37
C 3.78 1.59 2.91
C 4.87 1.58 2.09
C 4.71 1.30 0.72
H 6.32 0.76 -2.22
H 1.65 1.31 3.02
H 3.88 1.77 3.97
H 5.86 1.76 2.48
C -2.43 1.82 3.48
S -0.71 1.69 3.04
C -0.37 3.41 2.74
O -0.74 1.03 1.68
H -2.99 2.00 2.56
H -2.55 2.63 4.19
H -2.74 0.87 3.92
H -0.17 3.90 3.69
H -1.21 3.89 2.23
H 0.52 3.45 2.11
*
```

For each atom in turn, the Mulliken charge in e is: Ir 1.925; N -0.393; C 0.760; S -0.517; N -1.381; N 0.626; C -0.233; C 0.729; C -0.868; C -0.273; C -0.831; C 0.267; N -0.014; H 0.187; H 0.242; H 0.432; H 0.429; H 0.450; H 0.411; H 0.065; Cl -0.239; C 0.521; C -0.367; C -0.365; I 0.077; C -0.329; O -0.830; C 0.844; N -0.118; C 0.164; C -1.304; C -0.654; C -0.242; H 0.423; H 0.697; H 0.445; H 0.437; C -0.995; S 0.338; C -1.014; O -0.795; H 0.319; H 0.435; H 0.367; H 0.451; H 0.381; H 0.339


5.
C18H17ClN2O | ωB97M-V/def2-TZVPD

SMILES string: CN(C)[C@H](Cl)[C@](C#N)(C(=O)c1ccccc1)c1ccccc1
Highest occupied orbital energy: -8.6 eV
LUMO level: -0.261 eV
HOMO-LUMO gap: 8.39 eV

The geometry in ORCA input format:
```
! RIJCOSX wB97M-V def2-TZVPD def2/J DEFGRID3
* xyz 0 1
C -2.48 -0.39 -3.59
N -1.50 -1.03 -2.72
C -1.18 -2.34 -3.21
C -0.57 -0.18 -1.88
Cl 1.13 -0.71 -2.15
C -0.81 0.11 -0.40
C -2.27 0.07 -0.28
N -3.44 -0.05 -0.32
C -0.40 1.63 -0.19
O -1.01 2.54 -0.77
C 0.75 2.03 0.69
C 1.95 1.33 0.81
C 2.96 1.77 1.68
C 2.77 2.93 2.44
C 1.63 3.71 2.23
C 0.64 3.28 1.35
C -0.29 -0.78 0.79
C -0.05 -0.37 2.12
C 0.52 -1.23 3.07
C 0.85 -2.56 2.72
C 0.51 -3.00 1.43
C -0.12 -2.13 0.52
H -3.07 -1.15 -4.14
H -3.20 0.25 -3.04
H -2.06 0.24 -4.40
H -2.13 -2.80 -3.58
H -0.49 -2.39 -4.07
H -0.78 -2.98 -2.39
H -0.64 0.78 -2.44
H 2.09 0.46 0.16
H 3.87 1.18 1.79
H 3.52 3.24 3.17
H 1.48 4.65 2.78
H -0.21 3.93 1.11
H -0.27 0.65 2.49
H 0.74 -0.90 4.10
H 1.34 -3.23 3.43
H 0.75 -4.03 1.12
H -0.51 -2.51 -0.43
*
```

For each atom in turn, the Mulliken charge in e is: C -1.037; N 0.307; C -0.969; C -0.892; Cl -0.148; C 2.755; C -0.395; N -0.673; C -0.507; O -0.584; C 0.305; C 0.396; C -0.696; C -0.442; C -0.492; C -0.632; C -0.199; C 0.025; C -0.845; C -0.506; C -0.706; C -0.385; H 0.339; H 0.297; H 0.328; H 0.369; H 0.328; H 0.267; H 0.670; H 0.275; H 0.416; H 0.387; H 0.369; H 0.415; H 0.490; H 0.372; H 0.389; H 0.362; H 0.244


6.
C18H17ClN2OS | ωB97M-V/def2-TZVPD

SMILES string: CCSC[C@H](C(=O)c1ccc(Cl)cc1)n1cnc2ccccc21
Highest occupied orbital energy: -8.6 eV
LUMO level: -0.046 eV
HOMO-LUMO gap: 8.59 eV

The geometry in ORCA input format:
```
! RIJCOSX wB97M-V def2-TZVPD def2/J DEFGRID3
* xyz 0 1
C 4.48 2.80 -2.21
C 3.03 3.13 -1.81
S 2.14 1.57 -1.36
C 0.56 2.24 -0.62
C -0.19 1.15 0.21
C 0.73 0.57 1.35
O 1.31 1.38 2.09
C 0.71 -0.82 1.78
C -0.46 -1.50 2.21
C -0.42 -2.74 2.84
C 0.83 -3.31 3.09
Cl 0.96 -4.87 3.93
C 2.02 -2.67 2.65
C 1.94 -1.44 2.01
N -0.83 0.11 -0.63
C -0.23 -0.94 -1.31
N -1.11 -1.75 -1.89
C -2.36 -1.28 -1.46
C -3.60 -1.83 -1.72
C -4.77 -1.20 -1.28
C -4.65 0.01 -0.55
C -3.35 0.49 -0.20
C -2.21 -0.15 -0.67
H 5.09 3.70 -2.44
H 4.45 2.16 -3.08
H 4.98 2.21 -1.42
H 2.96 3.88 -0.99
H 2.56 3.64 -2.67
H 0.81 3.06 0.07
H -0.09 2.64 -1.42
H -1.03 1.66 0.73
H -1.40 -1.01 2.04
H -1.37 -3.22 3.13
H 2.99 -3.16 2.82
H 2.88 -0.93 1.76
H 0.84 -1.10 -1.41
H -3.67 -2.72 -2.32
H -5.74 -1.65 -1.47
H -5.54 0.54 -0.21
H -3.24 1.36 0.45
*
```

For each atom in turn, the Mulliken charge in e is: C -1.170; C -0.304; S -0.102; C -1.112; C 0.081; C -0.075; O -0.565; C 0.586; C -0.051; C -0.767; C 0.309; Cl -0.213; C -0.715; C -0.416; N 0.389; C -0.017; N -0.751; C 0.409; C -0.659; C -0.403; C -0.748; C -0.641; C 0.633; H 0.353; H 0.318; H 0.306; H 0.296; H 0.275; H 0.532; H 0.515; H 0.169; H 0.425; H 0.391; H 0.395; H 0.380; H 0.425; H 0.441; H 0.394; H 0.361; H 0.330